{
  "formula": "C24H17FIrN3O7S",
  "method": "wB97M-V/def2-TZVPD",
  "s2": 6.008,
  "total_charge": 0,
  "spin_multiplicity": 5,
  "gap_ha": [0.31233, 0.23769],
  "e_above_lowest_ev": 0.000,
  "symbols": ["Ir", "O", "C", "O", "C", "C", "C", "C", "C", "N", "C", "O", "O", "H", "H", "H", "C", "C", "C", "C", "C", "C", "C", "F", "C", "C", "C", "O", "C", "C", "N", "C", "C", "O", "O", "H", "H", "H", "H", "H", "H", "H", "H", "H", "H", "H", "S", "C", "C", "N", "C", "H", "H", "H"],
  "xyz": [[0.3216, -0.2716, -0.1961], [-0.7855, 3.2524, -2.4294], [-0.6489, 2.2952, -1.6970], [0.3398, 1.5115, -1.6156], [-1.7931, 1.9510, -0.7135], [-3.0840, 2.4512, -0.8116], [-4.0303, 1.9958, 0.0970], [-3.6619, 1.0772, 1.0715], [-2.3499, 0.6281, 1.0860], [-1.4595, 1.0768, 0.2206], [-1.8586, -0.5405, 1.9863], [-2.6907, -1.0845, 2.6859], [-0.6364, -0.8058, 1.8480], [-3.3314, 3.1488, -1.5980], [-5.0600, 2.3139, 0.0208], [-4.3638, 0.6794, 1.7879], [-2.5085, -7.1549, 1.5265], [-3.4349, -6.3939, 0.5813], [-4.8612, -6.4157, 1.1285], [-5.7985, -5.6907, 0.1767], [-5.2974, -4.2957, -0.0492], [-6.1797, -3.2723, -0.3206], [-5.7036, -1.9931, -0.5889], [-6.5883, -1.0065, -0.8313], [-4.3609, -1.7274, -0.6374], [-3.4494, -2.7453, -0.3413], [-2.0211, -2.4437, -0.4496], [-1.6587, -1.3576, -0.9459], [-1.1721, -3.4908, 0.0173], [-1.7037, -4.6884, 0.4045], [-3.0041, -5.0063, 0.3608], [-3.9132, -4.0327, 0.0001], [0.3507, -3.3850, 0.0859], [0.9602, -4.3313, 0.5565], [0.8892, -2.3425, -0.4011], [-2.9605, -8.1175, 1.7529], [-2.3761, -6.6067, 2.4567], [-1.5364, -7.3475, 1.0824], [-3.4252, -6.8872, -0.4032], [-4.8866, -5.9311, 2.1060], [-5.1766, -7.4513, 1.2521], [-6.8133, -5.6686, 0.5736], [-5.8376, -6.2164, -0.7838], [-7.2423, -3.4592, -0.3294], [-3.9883, -0.7523, -0.9051], [-1.0047, -5.4394, 0.7400], [4.9319, 0.3576, -0.5629], [4.5743, -0.6884, 0.7541], [3.2424, -0.6864, 1.0118], [2.5208, 0.1254, 0.1944], [3.2648, 0.7373, -0.6755], [5.3491, -1.2375, 1.2478], [2.7331, -1.2557, 1.7688], [2.8764, 1.4173, -1.4108]],
  "atomic_forces_ev_per_a": [[-1.225, -0.426, 0.154], [0.089, 0.029, -0.135], [-1.782, 0.722, 0.401], [1.588, -1.603, 0.560], [0.347, 0.451, -0.690], [0.152, -0.094, 0.104], [0.126, -0.089, 0.025], [0.268, 0.112, -0.015], [-0.202, -0.662, 0.688], [0.306, -0.321, -0.254], [-1.495, 1.135, -0.472], [0.003, -0.239, 0.275], [1.847, -0.339, -0.596], [0.108, 0.019, -0.026], [-0.047, 0.110, 0.025], [0.010, -0.093, 0.034], [-0.031, 0.132, -0.264], [-0.232, -0.624, 0.245], [-0.006, 0.055, -0.350], [0.046, -0.054, 0.143], [-0.104, 0.034, -0.041], [0.233, 0.097, 0.006], [0.379, -0.042, -0.023], [-0.006, -0.052, 0.001], [-0.341, -0.072, -0.053], [-0.196, -0.153, -0.095], [-0.143, -0.964, 0.140], [0.388, 0.551, 0.100], [0.608, 0.561, -0.018], [0.079, 0.093, -0.143], [0.422, 0.046, 0.172], [-0.313, 0.799, -0.314], [-1.505, -1.721, 0.700], [0.242, 0.222, -0.082], [0.862, 2.575, -0.472], [-0.040, -0.046, -0.001], [0.034, 0.041, 0.092], [0.097, -0.052, 0.049], [-0.071, 0.041, 0.171], [0.065, -0.015, 0.086], [0.078, -0.023, 0.038], [-0.019, 0.026, -0.024], [-0.012, -0.036, 0.059], [-0.128, -0.012, -0.008], [0.005, 0.062, -0.039], [-0.045, -0.005, -0.040], [-0.716, -0.010, 0.297], [-0.171, 0.170, -0.138], [0.659, -0.353, 0.351], [-0.888, -0.069, -0.258], [0.770, 0.238, -0.410], [0.112, -0.146, 0.145], [-0.025, -0.121, 0.073], [-0.181, 0.112, -0.173]],
  "nbo_charge": [1.79, -0.61, 0.75, -0.77, 0.11, -0.21, -0.15, -0.22, 0.12, -0.48, 0.75, -0.64, -0.73, 0.25, 0.23, 0.25, -0.62, -0.02, -0.40, -0.42, -0.01, -0.24, 0.39, -0.32, -0.25, -0.06, 0.51, -0.69, -0.32, 0.15, -0.34, 0.15, 0.80, -0.64, -0.76, 0.23, 0.23, 0.22, 0.20, 0.22, 0.22, 0.23, 0.22, 0.23, 0.25, 0.25, 0.49, -0.43, -0.02, -0.54, -0.11, 0.26, 0.25, 0.26]
}


{
  "formula": "C3H7NO2",
  "method": "wB97M-V/def2-TZVPD",
  "smiles": "C[C@H](O)C(N)=O",
  "total_charge": 0,
  "gap_ha": 0.38187,
  "e_above_lowest_ev": 0.646,
  "symbols": ["C", "C", "O", "C", "N", "O", "H", "H", "H", "H", "H", "H", "H"],
  "xyz": [[0.8753, 0.9718, 1.0710], [-0.2603, 0.2302, 0.3710], [-0.5056, -1.0869, 0.9304], [-0.0211, -0.0123, -1.1423], [-0.4582, -1.1977, -1.6782], [0.4323, 0.9191, -1.7972], [1.1253, 1.8424, 0.4800], [1.8115, 0.3890, 1.1683], [0.5539, 1.3213, 2.0815], [-1.2146, 0.8236, 0.4341], [-0.9600, -0.9152, 1.8085], [-0.9244, -1.8954, -1.0689], [-0.4541, -1.3898, -2.6583]],
  "atomic_forces_ev_per_a": [[0.002, 0.012, 0.408], [-0.473, -1.139, -0.242], [-0.933, 1.100, 1.875], [-0.224, 1.008, -0.495], [-0.476, -0.446, 1.789], [-0.105, -0.918, 0.154], [-0.027, 0.301, -0.117], [-0.690, -0.016, -0.074], [0.224, -0.353, -0.703], [0.855, -0.354, -0.149], [0.875, -0.576, -1.532], [0.752, 1.004, -0.594], [0.217, 0.375, -0.320]],
  "nbo_charge": [-0.64, 0.01, -0.74, 0.65, -0.83, -0.62, 0.24, 0.22, 0.21, 0.19, 0.47, 0.42, 0.40]
}


{
  "formula": "C4H10N2O",
  "method": "wB97M-V/def2-TZVPD",
  "smiles": "CNCC(=O)NC",
  "total_charge": 0,
  "gap_ha": 0.36238,
  "e_above_lowest_ev": 2.910,
  "symbols": ["C", "N", "C", "C", "O", "N", "C", "H", "H", "H", "H", "H", "H", "H", "H", "H", "H"],
  "xyz": [[-1.8588, -1.9785, -0.5167], [-0.4075, -1.5960, -0.3426], [-0.1855, -0.6405, 0.7534], [-0.3339, 0.8366, 0.3406], [-1.4423, 1.3356, 0.1859], [0.7141, 1.6142, -0.3291], [2.0976, 1.6499, 0.0336], [-2.4778, -1.1596, -0.2885], [-2.0458, -2.9205, 0.0849], [-1.9153, -2.2276, -1.4673], [-0.0897, -1.0092, -1.2345], [-0.9150, -0.9686, 1.6745], [0.8172, -0.8278, 1.1093], [0.3939, 2.6027, -0.5169], [2.7922, 1.2812, -0.6750], [2.5158, 2.7182, 0.1631], [2.3409, 1.2898, 1.0252]],
  "atomic_forces_ev_per_a": [[2.661, -0.462, 4.207], [0.071, 2.215, -2.247], [-0.626, -0.905, 2.328], [-0.864, 1.814, -2.527], [0.399, -0.718, 0.935], [-1.213, 0.308, 1.124], [1.590, 2.336, 1.441], [-1.155, 0.807, 0.425], [0.013, 1.320, -0.386], [-0.775, -1.233, -4.579], [-0.977, -1.970, 2.134], [1.650, 1.332, -2.284], [0.422, 0.104, 0.260], [-0.206, -2.028, 0.251], [0.386, -1.063, -0.875], [-1.167, -1.094, -0.356], [-0.207, -0.759, 0.149]],
  "nbo_charge": [-0.40, -0.60, -0.32, 0.65, -0.59, -0.65, -0.43, 0.20, 0.19, 0.19, 0.35, 0.22, 0.20, 0.40, 0.19, 0.20, 0.20]
}


{
  "formula": "C2H5FO",
  "method": "wB97M-V/def2-TZVPD",
  "total_charge": 0,
  "gap_ha": [0.32956, 0.28329],
  "e_above_lowest_ev": 5.016,
  "symbols": ["C", "C", "O", "F", "H", "H", "H", "H", "H"],
  "xyz": [[0.7444, 0.1364, -1.2528], [0.1037, -1.4010, 1.1604], [1.0489, 1.4039, -0.8724], [-0.5345, -2.5754, 0.7865], [1.5782, -0.0183, -1.9012], [0.4371, -0.6069, -0.2945], [1.1644, -1.5532, 1.2446], [-0.5531, -0.8346, 1.7481], [0.3210, 1.9535, -0.4068]],
  "atomic_forces_ev_per_a": [[-0.471, 0.199, 1.863], [0.030, -2.253, -1.345], [-1.795, 2.216, 1.193], [0.569, 0.931, 0.143], [0.433, -1.438, -0.524], [0.003, 1.068, -1.872], [0.105, 0.101, 0.640], [-0.348, 1.013, 0.863], [1.474, -1.838, -0.961]],
  "nbo_charge": [-0.03, 0.02, -0.70, -0.36, 0.14, 0.12, 0.17, 0.16, 0.48]
}


{
  "formula": "CH2BrNO4",
  "method": "wB97M-V/def2-TZVPD",
  "total_charge": 0,
  "gap_ha": [0.36942, 0.20847],
  "e_above_lowest_ev": 2.703,
  "symbols": ["C", "N", "O", "O", "O", "O", "Br", "H", "H"],
  "xyz": [[0.5113, 0.2293, -0.4504], [-0.8692, -0.0037, -0.1244], [-1.5692, 1.0615, 0.5556], [-1.5912, -0.8652, -0.5310], [1.1310, 1.1823, -0.1419], [1.0005, -0.8917, -1.1267], [0.3940, -1.7625, 2.2104], [-0.9323, 1.7988, 0.7606], [1.9251, -0.7488, -1.1523]],
  "atomic_forces_ev_per_a": [[0.063, -3.113, -1.236], [0.295, 2.150, 1.444], [1.242, 0.159, -0.307], [-0.587, -1.239, -0.840], [0.171, 1.154, 0.443], [-2.675, 1.626, 1.161], [-0.030, 0.139, -0.072], [-0.290, -1.065, -0.396], [1.809, 0.188, -0.197]],
  "nbo_charge": [0.82, 0.25, -0.54, -0.25, -0.55, -0.65, -0.06, 0.49, 0.50]
}


{
  "formula": "C32H42O4P",
  "method": "wB97M-V/def2-TZVPD",
  "total_charge": 1,
  "gap_ha": 0.30152,
  "symbols": ["C", "C", "C", "C", "O", "P", "O", "C", "C", "C", "C", "O", "C", "C", "C", "C", "H", "H", "H", "H", "H", "H", "H", "H", "H", "H", "H", "H", "H", "H", "H", "H", "H", "H", "H", "H", "H", "H", "H", "H", "H", "H", "H", "C", "O", "C", "C", "C", "C", "C", "C", "C", "C", "C", "C", "C", "C", "C", "C", "C", "C", "C", "C", "C", "H", "H", "H", "H", "H", "H", "H", "H", "H", "H", "H", "H", "H", "H", "H"],
  "xyz": [[-1.1512, 6.0544, 2.5566], [-0.5315, 4.7114, 2.9310], [-0.5586, 3.7095, 1.7922], [0.2134, 2.4996, 2.2228], [0.1476, 1.6259, 0.9215], [0.5323, 0.2411, 0.4672], [0.9721, -0.9677, 1.4492], [2.0395, -2.1018, 1.4981], [2.8889, -2.1537, 0.1880], [4.1533, -3.0571, 0.3640], [5.3194, -2.3295, 1.0036], [0.9955, 0.2404, -1.0654], [1.5852, 1.4242, -1.7713], [1.5996, 1.0226, -3.2382], [2.5353, 1.8598, -4.1229], [2.6044, 1.5125, -5.6362], [-1.0747, 6.7203, 3.4225], [-0.6239, 6.5054, 1.6924], [-2.2115, 5.9290, 2.2958], [0.5193, 4.8281, 3.2248], [-1.0576, 4.2367, 3.7760], [-1.5830, 3.4214, 1.5211], [-0.1125, 4.1470, 0.8877], [1.2857, 2.6964, 2.3806], [-0.2160, 1.9447, 3.0549], [2.7403, -1.8651, 2.3331], [1.4283, -3.0230, 1.6648], [2.2827, -2.5855, -0.6467], [3.2529, -1.1287, -0.1258], [3.8340, -3.9136, 0.9883], [4.3467, -3.4096, -0.6561], [6.1531, -2.9877, 1.0044], [5.5696, -1.4280, 0.4324], [5.0877, -2.0365, 2.0139], [0.9471, 2.2982, -1.5265], [2.5762, 1.5535, -1.3750], [1.8854, -0.0428, -3.2676], [0.5818, 1.0870, -3.6306], [2.2084, 2.8986, -4.0413], [3.5443, 1.8042, -3.6963], [3.3080, 2.2207, -6.0992], [2.9600, 0.4945, -5.8344], [1.6209, 1.6546, -6.1382], [-1.6297, -6.9378, -0.6196], [-0.9798, -5.8547, -1.2601], [-1.0067, -4.5878, -0.7440], [-0.3914, -3.6022, -1.5760], [-0.4606, -2.2415, -1.1734], [-1.0692, -1.8248, -0.0145], [-0.9709, -0.3409, 0.3233], [-1.6627, -0.0284, 1.6339], [-2.5383, 1.0414, 1.4417], [-3.2819, 1.6122, 2.4678], [-3.1311, 1.0812, 3.7623], [-2.3462, -0.0763, 3.9145], [-1.6505, -0.6329, 2.8678], [-2.5636, 1.3958, 0.0144], [-1.6980, 0.5109, -0.6753], [-1.8868, 0.3782, -2.0380], [-2.6124, 1.3925, -2.7203], [-3.3121, 2.3884, -2.0156], [-3.3625, 2.3317, -0.6200], [-1.7135, -2.7905, 0.7202], [-1.7049, -4.1847, 0.3883], [-1.4072, -7.7175, -1.2850], [-1.2065, -7.0990, 0.3841], [-2.7193, -6.7799, -0.5356], [0.1069, -3.9451, -2.4745], [0.0165, -1.5256, -1.8564], [-3.9249, 2.4895, 2.2469], [-3.6235, 1.5783, 4.6019], [-2.2437, -0.4824, 4.9297], [-1.1107, -1.5707, 3.0177], [-1.5955, -0.4809, -2.5884], [-2.5832, 1.4387, -3.7950], [-3.8522, 3.1832, -2.5520], [-3.9944, 3.0108, -0.0258], [-2.2758, -2.5496, 1.6346], [-2.2123, -4.8910, 1.0053]],
  "atomic_forces_ev_per_a": [[0.145, -0.057, 0.056], [-0.098, -0.241, 0.059], [-0.111, 0.254, -0.139], [0.540, -0.432, -1.806], [2.600, 2.656, 2.265], [2.624, -2.725, -0.731], [2.695, 1.102, -0.388], [0.509, 1.212, -0.991], [-0.304, 0.002, -0.147], [-1.574, 0.296, 0.050], [-0.646, 0.278, -0.759], [1.521, 1.097, 1.737], [-0.795, -0.358, 0.059], [-0.063, -0.370, -0.427], [0.026, -0.018, -0.016], [-0.439, 0.335, 0.334], [-0.117, 0.089, -0.322], [-0.285, -0.178, 0.488], [0.269, 0.108, 0.050], [-0.165, 0.225, 0.142], [0.125, 0.403, -0.042], [0.281, 0.108, 0.185], [0.075, -0.164, 0.208], [-0.478, -0.087, -0.034], [-0.134, -0.237, -0.260], [-0.992, -0.154, -0.355], [0.491, 0.945, -0.115], [0.276, 0.573, 0.716], [-0.600, -0.913, 0.456], [0.375, 0.092, -0.402], [0.433, -0.140, 0.412], [0.949, -0.376, 0.195], [0.057, -0.156, 0.086], [0.003, 0.109, 0.462], [0.390, -0.476, -0.276], [0.493, 0.179, 0.114], [0.003, 0.319, -0.071], [-0.036, -0.071, 0.049], [0.138, 0.118, 0.003], [-0.057, 0.074, -0.108], [-0.219, -0.318, 0.047], [-0.108, 0.187, 0.140], [0.592, -0.167, 0.389], [-0.315, 1.367, 1.074], [0.367, 1.090, 0.184], [-0.187, 0.239, -1.285], [-0.768, 0.587, 1.766], [1.291, -2.023, -2.369], [0.007, -0.024, -0.255], [-6.558, -3.740, -0.631], [-1.513, 0.573, 0.009], [-0.283, 0.453, -0.291], [0.053, 0.203, 0.462], [0.079, 0.106, -0.885], [-0.621, 0.967, 1.479], [0.992, -0.915, 0.038], [0.291, -0.001, 0.093], [-2.606, 0.504, -0.108], [-0.522, 1.559, -0.217], [0.101, 0.223, 1.110], [0.172, -0.132, -0.291], [0.085, 0.176, 0.005], [-0.815, -1.679, 1.161], [0.792, 1.729, -0.506], [0.032, -1.440, -0.468], [-0.123, -0.157, -0.279], [0.361, -0.024, -0.091], [-0.062, 0.233, -0.013], [-0.229, -0.464, 0.529], [0.415, -0.729, 0.352], [0.149, -0.432, -0.201], [-0.115, -0.057, -0.579], [0.099, 0.518, 0.131], [0.738, -0.372, -0.421], [-0.248, -0.272, -0.226], [0.287, -0.541, 0.224], [0.284, -0.373, -0.460], [0.315, -0.014, -0.680], [-0.330, -0.257, 0.330]],
  "lowdin_charge": [-0.10, -0.26, -0.21, -0.04, -0.16, 0.70, -0.19, -0.06, -0.20, -0.25, -0.10, -0.21, -0.13, -0.19, -0.25, -0.10, 0.08, 0.09, 0.08, 0.12, 0.12, 0.10, 0.13, 0.14, 0.13, 0.12, 0.14, 0.11, 0.12, 0.12, 0.11, 0.06, 0.08, 0.07, 0.14, 0.12, 0.13, 0.11, 0.11, 0.11, 0.07, 0.07, 0.08, -0.06, -0.10, -0.26, 0.04, -0.06, -0.18, -0.34, -0.14, -0.14, -0.01, -0.05, -0.07, -0.05, -0.12, -0.11, 0.00, -0.05, -0.06, -0.01, 0.00, 0.02, 0.08, 0.10, 0.10, 0.12, 0.10, 0.13, 0.11, 0.12, 0.12, 0.10, 0.10, 0.11, 0.12, 0.11, 0.10]
}